Record 1
63
Properties=species:S:1:pos:R:3:forces:R:3 method="wB97M-V/def2-TZVPD" orbital_gap_ev=7.860 e_homo_ev=-7.370 smiles="Cc1ccc(-c2noc(CCC(=O)NCCCN3CCN(c4ccc(F)cc4)CC3)n2)cc1"
C -4.083465 2.161365 -2.012679 0.0 0.1 0.0
C -2.669593 2.138758 -1.523310 0.1 0.0 0.0
C -1.652219 1.638513 -2.330295 -0.1 0.0 0.1
C -0.338729 1.652068 -1.906325 0.2 0.1 0.2
C -0.018208 2.172729 -0.654252 -0.6 0.1 -0.2
C -1.031950 2.668257 0.164937 0.2 -0.1 -0.2
C -2.341008 2.645046 -0.269466 0.0 0.0 -0.1
H -3.123279 3.022848 0.371976 -0.1 0.0 0.1
H -0.773755 3.058949 1.136428 0.0 0.0 0.1
C 1.361163 2.190743 -0.214037 1.0 0.2 0.5
N 1.784088 2.761545 0.884353 -1.3 0.3 0.1
O 3.127221 2.557035 0.902258 0.9 -0.3 -0.2
C 3.426058 1.863171 -0.199502 -0.5 0.0 -0.5
N 2.382086 1.608824 -0.923088 0.4 -0.1 -0.2
C 4.825342 1.467835 -0.489418 0.1 0.0 0.3
H 5.458948 2.356600 -0.446866 0.0 -0.1 -0.1
H 4.848792 1.062323 -1.501499 0.0 0.1 0.0
C 5.325018 0.442704 0.538759 -0.1 0.0 0.1
C 4.403963 -0.773083 0.619869 0.6 0.3 -0.1
O 3.724807 -1.004057 1.598112 -0.2 0.0 0.3
N 4.435100 -1.562174 -0.471404 0.0 -0.1 -0.4
H 4.981222 -1.275039 -1.268148 0.0 0.1 0.1
C 3.628111 -2.752038 -0.635593 -0.3 -0.2 -0.2
C 2.489817 -2.545878 -1.636160 0.0 0.2 0.3
H 2.875508 -2.065990 -2.538635 0.1 0.0 -0.1
H 2.084657 -3.520594 -1.908305 0.0 0.0 -0.1
C 1.364297 -1.693606 -1.036926 0.3 -0.3 -0.2
N 0.662633 -2.460493 -0.017985 0.0 -0.1 0.1
C -0.672684 -2.872823 -0.385844 -0.3 0.1 -0.1
H -0.657608 -3.290039 -1.395082 0.0 0.0 0.0
H -0.973451 -3.662944 0.309044 -0.1 0.0 -0.1
C -1.713517 -1.740944 -0.315353 0.1 -0.2 -0.1
N -1.705809 -1.148359 1.006588 0.3 -0.4 -0.1
C -2.812547 -0.444073 1.446066 -0.5 0.1 0.1
C -3.934049 -0.228142 0.634868 0.3 -0.1 0.0
C -5.060923 0.409762 1.116927 -0.2 0.2 0.4
C -5.079096 0.859957 2.421002 0.0 0.0 -0.1
C -3.992903 0.667233 3.254173 -0.3 0.2 -0.1
C -2.878858 0.015881 2.769715 0.1 0.0 -0.1
H -2.054420 -0.152816 3.443290 0.1 0.0 0.0
H -4.029919 1.016979 4.273931 0.0 0.0 0.1
F -6.179263 1.500504 2.891210 0.1 -0.1 0.0
H -5.921757 0.563274 0.484298 -0.1 0.0 0.0
H -3.935493 -0.543743 -0.394919 0.0 0.0 -0.1
C -0.373724 -0.701635 1.381139 0.3 -0.1 0.1
H -0.376626 -0.295164 2.388996 0.0 0.0 0.0
C 0.619779 -1.863165 1.302167 0.0 0.4 0.2
H 1.615755 -1.516841 1.579579 -0.1 0.0 0.0
H 0.315844 -2.645436 2.004229 0.0 0.1 0.1
H -0.048023 0.095275 0.696109 0.0 0.0 0.1
H -2.693855 -2.178015 -0.508825 0.0 0.0 0.0
H -1.500652 -0.984382 -1.088993 -0.1 0.0 0.0
H 0.686786 -1.384602 -1.840481 0.0 0.1 0.1
H 1.797436 -0.785687 -0.612487 -0.1 0.0 0.0
H 4.279869 -3.566680 -0.966886 -0.1 0.0 0.1
H 3.208557 -3.000835 0.339895 0.1 -0.1 -0.1
H 5.346560 0.901642 1.528088 0.0 -0.1 -0.1
H 6.334591 0.124068 0.273897 0.0 0.0 0.0
H 0.453050 1.267180 -2.530950 0.1 0.0 -0.1
H -1.896046 1.238096 -3.304682 0.0 0.0 -0.1
H -4.309282 1.271729 -2.596963 -0.1 -0.1 0.0
H -4.778672 2.229336 -1.180730 -0.1 0.0 0.0
H -4.235672 3.029050 -2.655818 -0.1 0.0 0.0

Record 2
61
Properties=species:S:1:pos:R:3:forces:R:3 method="wB97M-V/def2-TZVPD" orbital_gap_ev=3.131 e_homo_ev=0.203 total_charge=-2
Na -2.278029 2.620427 -1.132538 -0.1 0.3 -0.8
C -0.867315 -0.652349 4.988468 0.0 0.2 -0.1
C -0.662425 0.768501 4.391155 0.2 0.0 0.4
O -1.668473 1.207653 3.636628 -0.4 0.0 0.2
P -0.853604 1.515826 0.667507 1.3 -0.5 -0.9
O -1.232074 3.171932 0.783864 -0.5 0.5 0.5
C -1.997741 3.625570 1.896510 0.0 0.0 0.2
C -1.142105 4.381070 2.902846 0.0 -0.2 -0.2
O -2.581453 1.060365 0.282530 -0.3 0.1 0.5
C -3.115449 -0.049519 0.971077 -0.2 0.0 0.0
C -4.153027 0.358923 2.011908 0.2 0.1 0.0
H -0.024255 -0.929721 5.636595 0.0 -0.1 0.0
H -0.947456 -1.379334 4.175278 0.0 0.0 0.0
H -1.792630 -0.687766 5.573188 0.0 0.0 0.0
H 0.328013 0.716498 3.855130 -0.1 0.0 0.0
H -0.456130 1.433052 5.294312 0.1 -0.1 -0.1
H -2.422248 2.774064 2.429185 -0.1 0.0 0.0
H -2.797791 4.279897 1.510610 0.0 -0.1 0.0
H -0.578754 3.639587 3.470999 0.1 0.0 0.0
H -1.788809 4.931267 3.592118 0.0 0.0 0.1
H -0.454533 5.070714 2.406700 0.0 0.1 0.0
H -2.307345 -0.587140 1.481694 0.0 0.0 0.0
H -3.573006 -0.725868 0.231331 0.1 0.0 0.0
H -3.609180 0.802550 2.849664 -0.1 0.0 0.1
H -4.708600 -0.514793 2.370848 0.0 0.0 0.0
H -4.856203 1.084792 1.590073 0.0 -0.1 0.0
C -0.155868 1.691890 -0.912777 0.1 -1.0 0.4
Ge 0.600203 0.039419 -1.384593 0.4 0.3 -0.5
C -0.078468 -0.802053 -3.108917 -0.3 0.3 0.1
C -1.010592 -1.831494 -3.236772 0.1 -0.1 0.2
C -1.463408 -2.269152 -4.475574 0.0 0.0 -0.1
C -1.019283 -1.651409 -5.636222 0.0 0.0 0.0
C -0.137840 -0.581356 -5.535797 0.0 0.0 -0.1
C 0.318507 -0.171902 -4.293349 0.1 -0.1 0.1
C 0.904856 -1.418292 -0.044893 -0.1 0.2 0.1
C 1.931099 -1.158355 0.866342 0.0 0.0 0.0
C 2.129211 -1.941394 1.992038 0.0 -0.1 0.0
C 1.298509 -3.027290 2.234168 0.0 0.0 0.0
C 0.287132 -3.321028 1.331999 0.0 -0.1 0.1
C 0.094824 -2.521975 0.211657 -0.1 0.0 -0.1
C 2.519057 0.099097 -2.097211 -0.1 -0.1 0.2
C 3.098463 -1.097366 -2.522527 0.0 0.0 0.0
C 4.406061 -1.159393 -2.980910 0.1 0.0 0.0
C 5.168838 0.000784 -3.056702 0.0 0.0 0.0
C 4.606682 1.207300 -2.661863 0.1 0.0 -0.1
C 3.304010 1.244581 -2.175044 -0.2 0.2 0.1
H -1.386493 -2.326237 -2.348049 0.0 0.0 0.0
H -2.157484 -3.101764 -4.539078 0.0 0.0 0.0
H -1.355101 -2.000537 -6.606879 0.0 0.0 0.0
H 0.197843 -0.073556 -6.434710 0.0 0.0 0.0
H 1.021905 0.651500 -4.229976 0.0 0.0 0.0
H 2.571057 -0.298675 0.695371 0.0 0.0 0.1
H 2.919814 -1.697195 2.692783 0.0 0.0 0.0
H 1.420893 -3.621093 3.132909 0.0 0.0 0.0
H -0.365724 -4.168935 1.513350 0.0 0.0 0.0
H -0.718843 -2.768366 -0.461225 0.0 0.0 0.1
H 2.496070 -2.001923 -2.503045 0.1 0.0 0.1
H 4.837727 -2.108499 -3.284420 0.0 0.0 0.0
H 6.191444 -0.038001 -3.418204 0.0 0.0 0.0
H 5.192608 2.118343 -2.739171 0.0 0.0 0.1
H 2.872943 2.188107 -1.850391 0.0 0.0 0.0